Entry from the Open Molecules 2025 dataset: a structure of composition C35H81F6HgNO23S10 (ωB97M-V/def2-TZVPD).

```
157
Properties=species:S:1:pos:R:3:forces:R:3
Hg -29.26268 8.72109 26.51458 0.0 -1.9 -1.4
O -28.39753 4.62944 26.86447 0.0 -0.7 0.4
C -28.61198 5.88177 26.53523 -2.3 2.3 -0.5
O -27.69013 6.62286 26.24707 3.5 1.0 -0.4
O -29.77048 6.37343 26.51493 -2.2 -0.2 0.6
H -27.44798 4.72733 26.96631 0.8 -1.1 0.1
C -24.77209 7.92511 26.93644 0.8 -0.6 -2.2
F -25.04034 6.64214 27.17562 -0.6 1.0 -0.5
F -23.45854 8.02733 27.21946 -0.9 1.1 0.5
F -24.87787 8.26625 25.58386 -0.3 -0.9 2.5
S -25.96091 9.02838 27.98344 0.1 0.8 -0.5
O -26.65126 8.14619 28.86845 -0.5 -0.3 -0.3
O -25.08390 10.00167 28.65220 -1.4 -0.9 -1.2
N -27.18443 9.68390 26.74407 3.7 -2.2 2.9
S -26.59001 11.10055 26.47473 -0.3 3.8 -2.6
O -27.18573 12.09968 27.33869 0.1 -0.4 -0.4
O -25.17462 11.25925 26.19269 -0.7 -0.8 0.6
C -27.25621 11.42663 24.67607 -0.7 1.2 1.3
F -27.11627 12.76680 24.40183 0.5 -1.5 0.2
F -26.55594 10.68345 23.83256 -0.5 0.4 0.0
F -28.58698 11.21360 24.55831 1.2 -0.2 -0.2
C -20.99046 5.73673 28.46796 -1.0 -0.9 0.5
S -21.61127 4.54842 27.23591 -0.5 -0.8 0.4
O -23.07759 4.27109 27.54562 1.5 0.9 -0.4
C -21.45073 5.64867 25.83212 -0.9 1.1 -0.5
H -21.14838 5.21681 29.41286 0.4 -0.4 0.0
H -21.71395 6.54457 28.57770 0.5 0.6 -0.6
H -19.92808 5.94274 28.33751 -0.3 0.4 -0.1
H -20.45081 6.07232 25.73839 0.1 -0.3 0.2
H -22.14024 6.48012 25.97830 0.0 0.2 0.3
H -21.76817 5.25938 24.86476 0.2 -0.7 0.2
C -26.72355 15.22022 27.25747 -0.1 -1.3 0.7
S -25.24344 15.34233 28.37396 -1.4 1.1 1.9
O -25.60041 16.43235 29.39443 0.6 -1.6 -1.4
C -25.46549 13.68008 29.24716 0.2 0.1 -0.8
H -27.55291 14.95636 27.91369 -0.1 0.4 0.2
H -26.62008 14.32062 26.65076 0.3 0.1 -0.2
H -26.99899 16.07473 26.63936 0.7 0.2 0.3
H -25.28541 12.94647 28.46135 -0.2 -0.1 0.0
H -26.42783 13.50504 29.72817 -0.4 0.4 -0.5
H -24.72936 13.46747 30.02241 0.5 0.8 -0.1
C -30.09343 10.62663 30.93040 0.9 -0.8 -0.6
S -30.23097 9.04539 30.01367 -1.0 -1.5 -1.3
O -29.64634 9.18022 28.61502 -0.4 0.7 2.9
C -29.08018 7.98193 30.90894 -0.1 1.6 0.9
H -30.17365 10.54890 32.01466 0.0 -0.5 -0.1
H -30.84325 11.34460 30.59815 0.3 -0.1 -0.4
H -29.06989 10.81002 30.60356 0.1 1.1 0.2
H -29.57601 7.87697 31.87395 -0.1 -0.8 0.0
H -28.18996 8.56297 31.14975 0.4 -0.1 -0.5
H -28.82741 7.07203 30.36461 -0.4 0.2 0.1
C -30.44219 7.13825 22.30343 -0.3 0.9 -0.9
S -29.00679 8.19677 22.73587 0.1 -1.8 0.7
O -29.17100 8.75606 24.17495 0.0 -1.3 -2.1
C -28.00500 6.58291 22.74787 0.4 1.3 1.5
H -30.68656 6.35621 23.02230 -0.2 0.7 0.5
H -30.26396 6.58813 21.37947 0.8 0.1 -0.1
H -31.20057 7.83941 21.95507 -0.6 -0.2 0.9
H -28.42574 6.12813 23.64468 0.1 -0.4 -0.1
H -26.96531 6.80921 22.98435 0.0 0.1 -0.2
H -28.07938 5.96234 21.85487 -0.3 0.5 0.0
C -22.00732 10.45059 30.19002 -0.4 -0.4 -0.3
S -20.61904 11.43793 29.41993 1.7 -2.7 -1.5
O -19.39098 10.51363 29.36460 -1.5 1.2 1.0
C -21.05598 11.38259 27.61091 -2.4 1.3 0.7
H -21.77162 10.21307 31.22739 0.4 0.5 0.0
H -22.23792 9.48783 29.73394 0.7 -0.1 -0.5
H -22.99013 10.91891 30.13651 0.2 0.8 0.0
H -21.38783 12.39754 27.39217 0.8 0.5 -0.4
H -22.05041 10.95205 27.49319 0.1 -1.0 0.1
H -20.34982 11.00821 26.86978 0.3 -0.1 0.8
C -25.79856 10.98039 31.90140 0.5 0.7 0.5
S -26.97488 11.69676 33.17627 -0.4 -1.6 -2.3
O -28.16763 12.10150 32.28553 0.8 0.3 1.2
C -27.44851 10.13701 33.91857 -0.6 -0.9 0.7
H -25.13783 11.79675 31.60967 0.0 -0.1 0.0
H -26.31778 10.59194 31.02526 -0.4 0.1 0.2
H -25.26572 10.17910 32.41336 0.1 0.1 0.0
H -28.03467 9.57237 33.19352 -0.1 0.3 -0.2
H -28.02639 10.21838 34.83919 0.0 0.5 -0.1
H -26.61049 9.47510 34.13697 0.5 0.5 0.0
C -30.03319 13.62853 26.41630 -0.5 -0.6 -0.4
S -30.97983 12.01553 26.23384 1.3 0.8 0.3
O -30.05477 10.86842 26.69987 -1.5 2.0 0.0
C -32.17702 12.33919 27.57342 0.5 -0.5 -0.8
H -29.54430 13.71247 27.38689 0.2 -0.5 -0.2
H -30.71989 14.47106 26.33454 -0.4 -0.3 -0.1
H -29.37377 13.71708 25.55292 0.3 -0.2 0.2
H -31.62841 12.62993 28.46930 -0.2 -0.5 0.1
H -32.70357 11.38554 27.53618 -0.1 0.1 0.9
H -32.87891 13.12919 27.30630 0.2 0.0 -0.3
C -23.29995 5.86120 31.69689 -0.1 0.3 -0.4
S -25.02825 5.31356 32.14024 0.3 3.2 0.4
O -25.53743 6.56422 32.93602 0.3 -1.9 -1.2
C -25.77152 5.41703 30.45686 -0.5 0.2 0.3
H -22.51788 5.38269 32.28638 -0.3 -0.6 -0.3
H -23.12078 6.91993 31.88421 -0.9 0.2 0.5
H -23.17922 5.82817 30.61410 0.2 -0.8 0.0
H -26.83231 5.62643 30.59463 -0.1 -0.2 0.5
H -25.71825 4.45491 29.94737 0.4 0.0 0.0
H -25.45690 6.26046 29.84226 0.6 -0.2 0.2
O -29.56053 14.72410 22.87845 0.6 0.4 1.0
C -30.15299 14.55085 21.85341 0.2 -1.2 1.3
O -30.81402 13.42100 21.62691 -1.5 0.9 -3.6
C -30.75479 12.31714 22.42193 1.5 -1.3 1.4
C -30.93992 10.96727 21.75536 -0.9 0.4 -0.7
C -30.16219 15.44778 20.72690 0.3 1.3 -2.3
H -31.46428 12.49718 23.22958 0.3 -0.5 0.5
H -29.70300 12.22021 22.69108 -0.1 0.4 1.3
H -30.17040 10.79311 21.00329 0.0 0.1 0.0
H -31.90901 10.86689 21.26660 -0.1 -0.1 0.0
H -30.83845 10.20099 22.52388 -0.1 0.1 0.1
H -29.64752 16.38866 20.92175 -0.3 -0.1 0.3
H -31.11619 15.60334 20.22313 -0.3 0.1 0.6
H -29.59877 14.99940 19.90861 0.3 -0.3 0.1
O -26.25935 9.76650 19.44613 0.7 -2.4 -1.3
C -26.19689 10.84709 19.93545 0.2 -0.8 0.0
O -25.10600 11.55969 19.97172 -0.9 1.0 0.2
C -23.94994 11.00618 19.40038 2.2 0.7 0.1
C -23.82234 11.01089 17.88606 -0.6 0.1 -0.1
C -27.39781 11.38281 20.51631 -1.9 0.5 0.4
H -23.65122 10.06381 19.85951 -0.5 -0.1 0.0
H -23.29888 11.78916 19.78916 1.0 -0.5 -0.3
H -23.93129 12.04064 17.54570 -0.1 0.0 -0.2
H -24.55199 10.38491 17.37239 -0.1 0.0 0.2
H -22.83780 10.66592 17.57019 0.1 0.0 0.3
H -27.60694 12.32827 20.01584 -0.3 0.3 0.7
H -27.41561 11.33448 21.60509 0.3 0.8 0.0
H -28.14739 10.64306 20.23525 -0.2 0.3 -0.2
O -22.07712 14.26363 23.02378 1.3 0.4 0.5
C -22.09245 13.88130 24.16970 0.1 -0.4 -0.7
O -21.12944 13.94455 25.10637 -1.0 -0.6 0.2
C -19.80244 14.34652 24.89526 1.0 0.5 -0.8
C -19.69710 15.86909 24.88259 0.8 -0.6 0.5
C -23.31370 13.21219 24.67667 -0.3 -0.1 -0.1
H -19.34244 13.85789 24.03634 -0.4 0.1 -0.5
H -19.25481 13.90321 25.72693 -0.1 0.4 0.3
H -20.14247 16.13735 25.84060 -0.3 0.7 -0.3
H -20.07529 16.38510 24.00009 -0.5 -0.3 0.2
H -18.64866 16.16211 24.93742 0.2 -0.1 0.1
H -23.81586 12.94172 23.74781 -0.5 0.0 0.4
H -23.84750 13.98944 25.22350 -0.4 -0.2 0.1
H -23.17173 12.32762 25.29754 0.2 0.3 0.0
O -25.94794 1.32763 27.42612 -0.9 1.1 -2.1
C -26.65842 1.51191 26.42815 1.1 -1.7 2.6
O -26.44755 2.44950 25.49287 -2.5 -1.0 0.6
C -25.31002 3.24458 25.58264 2.3 -0.8 -1.1
C -25.22427 3.92793 24.20982 -0.6 0.2 1.6
C -27.85830 0.60441 26.21361 -0.5 0.3 -0.3
H -24.52209 2.49451 25.65090 0.6 0.4 0.4
H -25.21173 3.89440 26.45223 -0.4 0.0 0.0
H -26.07624 4.60651 24.25191 0.0 0.3 -0.7
H -25.37697 3.16636 23.44510 0.3 0.3 -0.1
H -24.30060 4.50099 24.12908 -0.1 -0.1 -0.3
H -27.70133 -0.23304 25.53381 0.3 0.5 -0.6
H -28.68428 1.23646 25.88746 -0.1 -0.3 -0.3
H -28.18262 0.04712 27.09244 0.4 0.7 0.5
```
Positions in Å, forces in eV/Å.

The value obtained for the HOMO energy (alpha / beta) is -10.56 / -10.56 eV. The calculation puts the orbital gap (alpha / beta) at 6.95 / 2.30 eV. The multiplicity is 2. Its total charge is +1.

Atom charges from the Löwdin analysis, given in e for atoms 1 to 4: number 1, Hg, carries 1.207; number 2, O, carries 0.157; number 3, C, carries -0.877; number 4, O, carries -0.043

***

Entry from the Open Molecules 2025 dataset: a cluster of 8 separate species, C35H82FI2NO10 in total (ωB97M-V/def2-TZVPD).

```
131
Properties=species:S:1:pos:R:3:forces:R:3
C 6.85223 6.38286 2.71482 0.0 -0.7 -0.4
C 6.09985 5.27767 1.98715 0.7 0.5 0.2
O 4.75193 5.66303 1.84810 -0.2 -0.1 0.3
C 3.85702 4.60814 1.69951 0.2 0.8 -0.6
N 2.67508 4.81975 2.56910 0.0 -1.0 -0.4
C 2.65002 3.71958 3.45282 0.2 0.1 3.0
O 2.81513 3.74573 4.64999 -0.4 -0.1 -2.4
O 2.51508 2.50142 2.74398 -0.7 0.3 -0.2
F 1.66620 1.64928 3.48983 0.5 0.0 0.1
C 1.41846 4.94719 1.78547 0.3 0.0 0.8
I -0.27137 4.43715 3.07244 0.1 0.0 -0.2
C 1.14027 6.34717 1.31016 0.0 0.2 0.3
C 1.05969 7.38451 2.42557 -0.3 -0.1 -0.3
I 2.46443 6.98676 -0.26511 -0.1 0.0 -0.2
H 7.64216 5.91336 3.27976 0.3 0.0 0.4
H 7.33378 7.06198 2.03086 -0.1 0.5 -0.2
H 6.15663 6.88047 3.36663 -0.1 0.4 0.3
H 6.56759 5.10085 1.02442 0.0 -0.2 -0.4
H 6.20573 4.36782 2.56955 -0.3 -0.4 0.2
H 3.52703 4.57813 0.66618 -0.2 -0.1 -0.2
H 4.35058 3.66108 1.88998 0.1 -0.2 0.4
H 1.39968 4.21687 0.99099 -0.2 -0.2 -0.3
H 0.17643 6.30872 0.83845 -0.3 0.0 -0.6
H 1.40958 8.33708 2.07434 0.4 0.4 0.1
H 1.56301 7.06535 3.32329 0.5 0.0 0.2
H 0.01887 7.52112 2.67569 -0.4 0.0 0.2
C -5.56364 1.98651 1.12679 0.1 -0.1 0.1
C -4.74652 2.43817 -0.07259 -0.1 0.0 0.0
O -3.48344 2.97641 0.26594 0.0 0.2 0.0
C -2.59571 2.09198 0.92609 0.1 -0.2 -0.1
C -2.22473 0.86589 0.10682 -0.2 0.1 0.2
H -5.62663 2.78379 1.86842 0.0 0.0 0.0
H -6.57249 1.71428 0.81578 0.0 0.0 0.0
H -5.12034 1.11584 1.61332 0.0 0.0 0.0
H -5.27531 3.24026 -0.58777 0.1 0.1 0.0
H -4.63546 1.61994 -0.79323 0.0 0.0 0.0
H -3.00175 1.79632 1.90187 0.0 0.0 0.0
H -1.69991 2.67993 1.12833 -0.1 0.0 -0.1
H -3.07486 0.19468 -0.02913 0.0 0.0 0.0
H -1.43667 0.29883 0.60388 -0.1 0.1 -0.1
H -1.87501 1.16072 -0.88376 0.1 0.0 0.0
C 2.50344 -0.94747 0.62376 0.0 -0.2 0.0
C 1.07848 -0.42638 0.66753 0.1 0.1 0.1
O 0.12431 -1.28170 0.07261 0.1 -0.1 -0.3
C -0.02889 -2.55115 0.68105 -0.1 -0.2 0.1
C -0.50087 -2.46798 2.12212 0.1 0.1 0.1
H 2.77549 -1.23094 -0.39448 0.0 0.1 0.0
H 3.19130 -0.17834 0.97400 0.0 0.0 0.0
H 2.63903 -1.82821 1.25380 0.0 0.0 0.1
H 1.02426 0.50683 0.10347 -0.1 0.0 0.0
H 0.78979 -0.18842 1.69748 0.1 0.0 0.0
H 0.89458 -3.13482 0.60491 0.0 0.0 0.0
H -0.77739 -3.07606 0.08828 0.0 0.1 -0.1
H 0.26319 -2.04231 2.77574 0.0 -0.1 0.0
H -0.74234 -3.46246 2.49865 0.0 0.0 0.0
H -1.38678 -1.83577 2.19716 0.0 0.0 0.0
C -1.55900 7.85113 -4.22567 -0.1 -0.2 0.0
C -0.12688 7.34554 -4.28317 -0.1 0.1 -0.1
O 0.25460 6.58296 -3.15556 0.1 0.0 0.1
C -0.47444 5.39226 -2.93478 -0.1 -0.1 0.0
C -0.35330 4.37861 -4.06045 0.0 0.1 -0.1
H -1.74456 8.36433 -3.28153 0.0 0.1 0.0
H -1.74811 8.54370 -5.04603 0.0 0.0 0.0
H -2.28046 7.03640 -4.30651 0.0 0.0 0.0
H 0.55467 8.19613 -4.30142 0.1 0.0 0.1
H 0.04753 6.78164 -5.20682 0.0 0.0 0.0
H -1.52676 5.61699 -2.72694 0.0 0.0 0.0
H -0.05891 4.96506 -2.02029 0.1 0.1 0.0
H -0.84922 4.72190 -4.96983 0.0 0.0 0.0
H -0.81454 3.43480 -3.76865 0.0 0.0 0.0
H 0.69522 4.19987 -4.30201 0.0 0.0 0.0
C 2.18392 -6.85211 2.24242 0.0 -0.1 -0.2
C 0.68904 -6.89565 1.97233 0.1 0.0 0.1
O 0.31483 -6.30924 0.74137 -0.1 0.2 0.0
C 0.84691 -6.91496 -0.42230 0.0 -0.1 -0.2
C 0.41975 -8.35990 -0.61202 0.0 -0.1 0.2
H 2.56440 -5.83705 2.12086 0.0 0.0 0.1
H 2.39410 -7.18741 3.25814 0.0 0.0 0.0
H 2.73828 -7.49697 1.55884 0.0 0.0 0.0
H 0.16834 -6.32030 2.73842 -0.1 0.0 -0.1
H 0.31307 -7.92281 2.03970 0.0 0.0 0.0
H 1.93930 -6.82812 -0.43634 0.0 0.0 0.0
H 0.47561 -6.31905 -1.25624 0.0 0.1 0.1
H 0.85587 -9.01467 0.14467 0.0 0.0 0.0
H 0.73966 -8.72182 -1.58899 0.0 0.0 0.0
H -0.66488 -8.45058 -0.54063 0.0 0.0 -0.1
C 4.08751 2.07727 -0.68697 0.1 -0.1 -0.1
C 4.12702 2.89125 -1.96985 -0.1 0.1 0.1
O 5.38322 2.87181 -2.61716 0.1 0.1 0.0
C 5.83232 1.59987 -3.04535 0.1 -0.1 -0.1
C 4.92288 0.94046 -4.06880 -0.2 0.0 0.1
H 4.91196 2.36101 -0.02940 0.0 0.0 0.0
H 3.14461 2.23971 -0.16110 0.0 0.0 0.0
H 4.17715 1.00883 -0.88277 -0.1 0.0 0.0
H 3.93402 3.94009 -1.74028 0.0 0.1 -0.1
H 3.33459 2.56886 -2.65478 0.0 0.0 0.0
H 5.99096 0.93841 -2.18578 0.0 0.0 0.0
H 6.81158 1.77365 -3.49095 0.0 0.1 0.0
H 3.96407 0.65290 -3.63398 0.0 0.0 0.0
H 5.39075 0.03808 -4.46232 0.0 0.0 0.0
H 4.72070 1.62240 -4.89527 0.1 0.0 0.0
C -3.29484 -9.03940 -5.52868 -0.1 0.2 0.0
C -2.31200 -8.82177 -4.39018 -0.1 -0.1 0.0
O -1.56258 -7.62790 -4.50500 0.2 0.0 0.0
C -2.30604 -6.42437 -4.49133 -0.1 0.1 0.1
C -3.07775 -6.19571 -3.20194 -0.1 -0.2 0.0
H -2.79075 -8.94520 -6.49097 0.0 -0.1 0.0
H -3.73881 -10.03257 -5.45942 0.0 0.0 0.0
H -4.10701 -8.31102 -5.50801 0.0 0.0 0.0
H -1.58102 -9.63042 -4.38931 0.1 0.1 0.0
H -2.82476 -8.86122 -3.42217 -0.1 0.0 0.0
H -2.97466 -6.37488 -5.35822 0.0 0.0 0.0
H -1.57164 -5.62878 -4.61661 0.1 -0.1 0.0
H -3.89455 -6.91006 -3.08613 0.0 0.0 0.0
H -3.51028 -5.19530 -3.19386 0.0 0.0 0.0
H -2.41984 -6.30201 -2.33815 0.0 0.1 0.0
C -4.10733 -1.38837 3.42661 0.1 -0.1 0.1
C -5.56146 -1.67046 3.76544 0.0 0.2 0.0
O -5.91514 -3.03580 3.66506 -0.1 0.0 -0.1
C -5.22203 -3.91476 4.52972 0.0 -0.1 0.1
C -5.44346 -3.62615 6.00535 0.0 0.2 0.0
H -3.84661 -1.82624 2.46217 0.0 0.0 -0.1
H -3.92954 -0.31277 3.38508 0.0 0.0 0.0
H -3.42993 -1.80770 4.17262 0.0 0.1 0.0
H -6.20549 -1.15026 3.05594 -0.1 -0.1 0.0
H -5.80890 -1.27994 4.75925 0.0 0.0 0.0
H -4.15164 -3.92236 4.29316 0.0 0.0 0.0
H -5.60086 -4.90955 4.29576 0.0 0.0 -0.1
H -4.98552 -2.68276 6.30715 0.0 0.0 0.0
H -5.00361 -4.41636 6.61391 0.0 0.0 0.0
H -6.50943 -3.56261 6.22611 0.0 -0.1 0.0
```
Positions in Å, forces in eV/Å.

The SMILES is CCOCN(C(=O)OF)[C@@H](I)[C@@H](C)I.CCOCC.CCOCC.CCOCC.CCOCC.CCOCC.CCOCC.CCOCC. The value obtained for the HOMO energy is -9.24 eV. The calculation puts the orbital gap at 9.17 eV.

Atom charges from the Löwdin analysis, given in e for atoms 1 to 4: number 1, C, carries -0.054; number 2, C, carries -0.264; number 3, O, carries -0.145; number 4, C, carries -0.259

***

Energy values (in a.u.) by entry order: -7901.19485 -2884.85629.